# 1
A structure of composition H8O4 at a distorted geometry, computed with the ωB97M-V functional and the def2-TZVPD basis.

Calculated values
- F_max: 7.71 eV Å⁻¹
- E_HOMO: -0.3526 Eh

The geometry in ORCA input format:
```
! wB97M-V def2-TZVPD RIJCOSX def2/J DEFGRID3
* xyz 0 1
O -0.610 0.332 -1.042
H -0.102 0.142 -0.253
O -1.646 -1.326 -1.618
H 1.360 -0.319 2.395
H 1.484 0.031 0.149
H -1.557 -1.118 -2.549
H -1.059 1.154 -0.846
H 0.206 -0.094 1.441
H -1.163 -0.631 -1.171
O 0.408 -0.392 2.328
H 1.566 1.511 0.454
O 1.112 0.709 0.712
*
```

=====

# 2
A cluster of 4 separate species, H8O4 in total, computed with the ωB97M-V functional and the def2-TZVPD basis.

Calculated values
- F_max: 0.48 eV Å⁻¹
- E_HOMO: -0.4172 Eh

The geometry in ORCA input format:
```
! wB97M-V def2-TZVPD RIJCOSX def2/J DEFGRID3
* xyz 0 1
H 0.277 -1.395 -1.274
H 0.698 -2.848 -1.216
O -2.067 -1.026 2.380
O -1.572 0.469 -1.343
H 2.640 2.611 -1.191
H -2.303 -1.132 3.302
O 0.842 -2.001 -0.795
H -1.279 -1.559 2.272
H -2.485 0.329 -1.094
H -1.221 1.038 -0.657
H 3.673 2.598 -0.085
O 2.797 2.918 -0.299
*
```

=====

# 3
A cluster of 4 separate species, H8O4 in total at a distorted geometry, computed with the ωB97M-V functional and the def2-TZVPD basis.

Calculated values
- F_max: 4.62 eV Å⁻¹
- E_HOMO: -0.3944 Eh

The geometry in ORCA input format:
```
! wB97M-V def2-TZVPD RIJCOSX def2/J DEFGRID3
* xyz 0 1
H 1.908 -1.284 -0.393
O 1.827 -0.338 -0.577
H 2.696 -2.969 2.753
H -3.528 1.000 -0.354
H -1.257 1.089 -1.655
O -0.971 1.357 -0.700
H -2.846 2.475 -0.180
H 2.577 0.011 -0.955
O -3.531 1.889 -0.536
H 2.628 -3.358 1.311
O 2.418 -2.651 1.852
H -0.116 0.979 -0.836
*
```

=====

# 4
A structure of composition H8O8PTl at a distorted geometry, computed with the ωB97M-V functional and the def2-TZVPD basis.

Calculated values
- F_max: 14.98 eV Å⁻¹
- E_HOMO: -0.2232 Eh

The geometry in ORCA input format:
```
! wB97M-V def2-TZVPD RIJCOSX def2/J DEFGRID3
* xyz 0 1
O -0.901 0.648 -1.402
H -1.782 1.020 -1.463
H -2.728 -0.518 -0.162
H 1.188 -1.990 0.483
O -1.204 0.430 1.891
O 2.872 -0.440 -1.341
H 2.213 -0.933 0.835
H -1.874 -1.584 0.491
O 1.270 -1.093 0.806
O -1.829 -0.708 0.107
Tl -0.113 0.192 0.369
O 0.647 0.309 -1.535
H -1.079 1.019 2.635
O 1.756 0.711 0.698
H -2.113 0.139 1.964
H -0.866 -0.002 -2.104
O 2.534 2.071 -1.419
P 2.009 0.728 -0.852
*
```

=====

Q: F_max of number 3 (H8O4)?
A: 4.62 eV Å⁻¹